(1)
{"formula": "C4H7N4", "method": "wB97M-V/def2-TZVPD", "elements": ["C", "N", "C", "N", "C", "N", "C", "N", "H", "H", "H", "H", "H", "H", "H"], "xyz": [[-1.0200, 1.2908, -0.0068], [-0.4183, 0.1697, 0.0614], [-1.0571, -1.0978, 0.0892], [1.0904, 0.1464, 0.0096], [1.9883, 1.1783, 0.0810], [3.1376, 0.6397, 0.0136], [2.9280, -0.6954, -0.0319], [1.6778, -1.0183, -0.1117], [-0.5403, 2.1684, -0.2513], [-2.0965, 1.5318, 0.1704], [-1.4255, -1.3837, 1.1969], [-0.3860, -1.7658, -0.4266], [-2.0394, -1.1195, -0.5326], [1.6339, 2.1442, 0.2220], [3.7133, -1.3432, -0.0296]], "lumo_energy_ev": -5.848, "total_charge": 1, "gap_ev": 8.979, "smiles": "C=[N+](C)n1cncn1"}

(2)
{"formula": "C4H7N4", "method": "wB97M-V/def2-TZVPD", "elements": ["C", "C", "C", "C", "N", "N", "N", "N", "H", "H", "H", "H", "H", "H", "H"], "xyz": [[0.9447, 1.6128, -0.0798], [-0.0828, 0.5025, 1.9701], [0.3262, 0.6943, 0.6454], [0.1418, -0.6201, -0.9671], [1.1398, 1.9059, -1.2393], [-1.2116, -0.2004, 2.2688], [-0.2744, 0.0925, -1.9304], [0.4202, -1.7454, -0.6991], [0.5251, 0.9422, 2.7495], [1.7877, 2.7224, -1.4420], [-1.4553, -0.3040, 3.1897], [-0.8191, 0.9019, -1.7008], [-0.0081, -0.3182, -2.7600], [-1.7041, -0.5166, 1.4222], [0.7267, -2.0626, 0.1876]], "lumo_energy_ev": [-4.760, -4.761], "total_charge": 1, "gap_ev": [8.349, 8.348]}

Stability check: which of them is most stable? (1).

(1)
{"formula": "C2H3N2S", "method": "wB97M-V/def2-TZVPD", "elements": ["C", "N", "S", "N", "C", "H", "H", "H"], "xyz": [[0.8370, -1.1213, 0.0624], [0.8215, -1.0204, -1.2282], [-0.0369, 0.2090, -1.8032], [-0.5533, 0.7474, -0.2841], [0.0173, -0.0822, 0.7180], [-1.2473, 1.3999, 0.0228], [-0.7527, -0.5991, 1.3618], [0.9144, 0.4666, 1.1505]], "lumo_energy_ev": [-7.579, -7.413], "total_charge": 1, "gap_ev": [8.464, 7.216], "smiles": "C1#[N+]SNC1"}

(2)
{"formula": "C2H3N2S", "method": "wB97M-V/def2-TZVPD", "elements": ["C", "C", "N", "N", "S", "H", "H", "H"], "xyz": [[1.0702, -1.5125, -0.0412], [-0.1571, -1.6244, -0.0745], [2.2631, -1.0873, -0.0032], [0.8384, 0.9634, 0.2417], [2.4111, 0.4713, -0.0731], [-1.0817, -2.0578, 0.0726], [0.0142, 0.3673, 0.1204], [0.3513, 1.9035, 0.1009]], "lumo_energy_ev": [-7.686, -7.687], "total_charge": 1, "gap_ev": [7.796, 7.799]}

Stability check: which of them is most stable? (2).

(1)
{"formula": "C21H28N2O3", "method": "wB97M-V/def2-TZVPD", "elements": ["C", "C", "C", "C", "C", "C", "O", "C", "C", "C", "O", "N", "C", "C", "C", "C", "C", "C", "O", "N", "C", "C", "C", "C", "C", "C", "H", "H", "H", "H", "H", "H", "H", "H", "H", "H", "H", "H", "H", "H", "H", "H", "H", "H", "H", "H", "H", "H", "H", "H", "H", "H", "H", "H"], "xyz": [[-4.6161, -2.9985, -0.8148], [-4.4836, -1.6245, -0.2304], [-5.3420, -1.2057, 0.7827], [-5.2220, 0.0625, 1.3127], [-4.2488, 0.9385, 0.8574], [-3.3845, 0.5300, -0.1494], [-2.3793, 1.2871, -0.6759], [-2.1830, 2.5956, -0.1820], [-0.9433, 3.1644, -0.8698], [0.3216, 2.7217, -0.1437], [0.4460, 2.8396, 1.0579], [1.3074, 2.2690, -0.9468], [2.5594, 1.7782, -0.4267], [2.7481, 0.2759, -0.7119], [3.9757, -0.2417, -0.0182], [4.4176, -0.1429, 1.2698], [5.6152, -0.8968, 1.3385], [5.8116, -1.3995, 0.0915], [4.8259, -1.0108, -0.7356], [1.5312, -0.4668, -0.4125], [1.5285, -1.8031, -0.9785], [0.1095, -2.3630, -0.9478], [-0.4003, -2.4157, 0.4873], [-0.2806, -1.0268, 1.1019], [1.1526, -0.5160, 0.9894], [-3.5175, -0.7497, -0.6893], [-5.5353, -3.0728, -1.3955], [-4.6619, -3.7460, -0.0246], [-3.7770, -3.2272, -1.4668], [-6.1024, -1.8782, 1.1514], [-5.8918, 0.3836, 2.0970], [-4.1752, 1.9216, 1.2939], [-2.0134, 2.5852, 0.9025], [-3.0645, 3.2133, -0.4045], [-0.9804, 4.2541, -0.8190], [-0.9367, 2.8535, -1.9137], [1.0996, 2.0477, -1.9071], [2.5559, 1.9798, 0.6450], [3.3912, 2.3278, -0.8809], [2.9158, 0.1542, -1.7911], [3.9569, 0.3983, 2.0701], [6.2367, -1.0404, 2.1983], [6.5813, -2.0211, -0.3209], [1.8808, -1.7480, -2.0126], [2.2035, -2.4821, -0.4267], [-0.5332, -1.7043, -1.5334], [0.0979, -3.3562, -1.4012], [-1.4393, -2.7494, 0.5108], [0.1994, -3.1264, 1.0621], [-0.5808, -1.0427, 2.1507], [-0.9338, -0.3394, 0.5670], [1.2036, 0.4871, 1.4105], [1.8265, -1.1742, 1.5661], [-2.8399, -1.0417, -1.4768]], "lumo_energy_ev": 0.776, "gap_ev": 9.112, "smiles": "Cc1cccc(OCCC(=O)NC[C@@H](c2ccco2)N2CCCCC2)c1"}

(2)
{"formula": "C21H28N2O3", "method": "wB97M-V/def2-TZVPD", "elements": ["C", "C", "C", "C", "C", "C", "C", "C", "O", "N", "C", "C", "C", "C", "C", "O", "C", "O", "N", "C", "C", "C", "C", "C", "C", "C", "H", "H", "H", "H", "H", "H", "H", "H", "H", "H", "H", "H", "H", "H", "H", "H", "H", "H", "H", "H", "H", "H", "H", "H", "H", "H", "H", "H"], "xyz": [[0.4576, -2.3935, -1.6079], [1.0400, -1.0323, -1.9777], [0.0783, 0.1170, -1.6523], [0.4659, 1.4584, -2.2997], [0.8115, 1.4126, -3.7925], [-0.3013, 0.9402, -4.7230], [-1.4900, 1.9019, -4.7730], [-2.4527, 1.6963, -3.6210], [-3.5931, 1.3051, -3.7955], [-1.9830, 1.9554, -2.3840], [-2.8683, 1.8297, -1.2414], [-2.2791, 2.7855, -0.2162], [-0.7744, 2.7835, -0.5162], [0.0112, 1.7834, 0.3317], [-0.0943, 0.3217, -0.1212], [0.9208, -0.4006, 0.5928], [0.5915, -0.8210, 1.8340], [-0.4698, -0.6139, 2.3639], [1.6495, -1.5053, 2.3479], [1.7776, -2.1189, 3.5975], [2.9764, -2.7687, 3.8826], [3.1578, -3.3918, 5.1022], [2.1486, -3.3745, 6.0504], [0.9572, -2.7289, 5.7671], [0.7637, -2.1017, 4.5496], [-0.6712, 2.4622, -2.0231], [0.2561, -2.4674, -0.5434], [1.1539, -3.1846, -1.8779], [-0.4744, -2.5628, -2.1439], [1.2336, -1.0379, -3.0499], [1.9889, -0.8764, -1.4638], [-0.8990, -0.1666, -2.0537], [1.3646, 1.8367, -1.8023], [1.6909, 0.7829, -3.9368], [1.1017, 2.4246, -4.0917], [-0.6501, -0.0516, -4.4320], [0.1173, 0.8565, -5.7290], [-2.0637, 1.7292, -5.6848], [-1.1361, 2.9355, -4.7815], [-3.8836, 2.0872, -1.5493], [-2.8788, 0.7979, -0.8749], [-2.4942, 2.4762, 0.8038], [-2.6838, 3.7869, -0.3677], [-0.3571, 3.7736, -0.3144], [-0.3242, 1.8406, 1.3690], [1.0707, 2.0516, 0.3234], [-1.0582, -0.0877, 0.2015], [2.4489, -1.5787, 1.7332], [3.7652, -2.7836, 3.1432], [4.0913, -3.8928, 5.3118], [2.2911, -3.8618, 7.0029], [0.1654, -2.7114, 6.5009], [-0.1639, -1.6009, 4.3303], [-0.4744, 3.3823, -2.5904]], "lumo_energy_ev": 0.608, "gap_ev": 9.198, "smiles": "CC[C@@H]1[C@H]2CCCC(=O)N3CC[C@@H](C[C@@H]1OC(=O)Nc1ccccc1)[C@@H]23"}

Stability check: which of them is most stable? (2).

(1)
{"formula": "C7H12ClN4OS", "method": "wB97M-V/def2-TZVPD", "elements": ["H", "N", "C", "C", "C", "C", "C", "S", "C", "Cl", "N", "C", "O", "N", "N", "H", "H", "H", "H", "H", "H", "H", "H", "H", "H", "H"], "xyz": [[-0.9247, 1.3766, -2.5895], [-0.2147, 0.9123, -2.0887], [-0.5812, 0.6483, -0.8889], [0.3279, -0.2040, 0.0359], [1.4958, -0.8182, -0.7242], [2.4109, -1.4945, 0.2020], [3.4971, -0.8959, 0.6848], [3.4619, 0.8938, 0.5403], [-0.5388, -1.1541, 0.7904], [-1.3888, -2.4131, -0.2319], [-1.5385, -0.5043, 1.5294], [-2.2780, 0.4125, 0.9358], [-3.3842, 0.7774, 1.4320], [-1.8968, 0.8144, -0.3150], [-2.6387, 1.8776, -0.8481], [0.7811, 0.5212, 0.7514], [1.1024, -1.5246, -1.5291], [1.9828, -0.0513, -1.3945], [2.3355, -2.5566, 0.4348], [4.0818, -1.2604, 1.5125], [4.6652, 1.1160, -0.0096], [0.1116, -1.7147, 1.2914], [-1.8456, -0.6491, 2.4900], [-3.8965, 1.2915, 0.6744], [-2.1558, 2.8239, -0.8652], [-2.9717, 1.7753, -1.8207]], "lumo_energy_ev": -3.609, "total_charge": 1, "gap_ev": 8.288, "smiles": "[H]/N=C1/[C@H](C/C=C\\S)[C@H](Cl)NC(O)=[N+]1N"}

(2)
{"formula": "C7H12ClN4OS", "method": "wB97M-V/def2-TZVPD", "elements": ["H", "N", "C", "C", "C", "C", "C", "S", "C", "Cl", "N", "C", "O", "N", "N", "H", "H", "H", "H", "H", "H", "H", "H", "H", "H", "H"], "xyz": [[-2.1003, -0.9492, -2.1965], [-1.3387, -0.3471, -1.8018], [-0.6089, -0.5750, -0.8303], [0.3287, 0.4558, -0.2189], [0.4354, 1.7019, -1.0438], [0.6478, 2.8806, -0.2800], [0.1604, 3.2996, 0.9116], [-1.2711, 2.5535, 1.7129], [1.6089, -0.3250, -0.1185], [2.1724, -0.9591, -1.8277], [1.4285, -1.5033, 0.6483], [0.3189, -2.1839, 0.6754], [0.2520, -3.2743, 1.3859], [-0.7632, -1.8003, -0.0068], [-1.8000, -2.7596, -0.0751], [-0.2253, 0.7107, 0.7712], [1.3168, 1.6307, -1.6426], [-0.5630, 1.6671, -1.5309], [1.2623, 3.5791, -0.8115], [0.1208, 4.1408, 1.4505], [-0.7482, 2.5228, 2.9542], [2.3752, 0.2397, 0.1886], [2.1983, -1.9677, 1.2292], [-0.6175, -3.7254, 1.0731], [-2.5831, -2.2835, 0.4891], [-2.0071, -2.7289, -1.1057]], "lumo_energy_ev": -3.220, "total_charge": 1, "gap_ev": 8.769, "smiles": "[H]/N=C1/[C@H](C/C=C\\S)[C@H](Cl)NC(O)=[N+]1N"}

Stability check: which of them is most stable? (1).

(1)
{"formula": "C6H14NS", "method": "wB97M-V/def2-TZVPD", "elements": ["C", "C", "C", "N", "H", "H", "H", "H", "H", "H", "C", "C", "S", "C", "H", "H", "H", "H", "H", "H", "H", "H"], "xyz": [[1.9970, -0.7963, -2.2947], [2.2074, -1.1608, -3.5556], [2.1563, 1.2172, -0.9047], [2.0799, 0.6036, -2.0183], [1.7095, -1.4285, -1.4689], [2.4138, -0.4099, -4.3085], [2.1649, -2.1995, -3.8446], [2.1127, 2.2991, -0.9028], [2.2880, 0.7071, 0.0379], [2.0465, 1.1696, -2.8620], [-3.5042, 0.9665, 1.5960], [-1.9991, 0.9167, 1.4556], [-1.3655, -0.7598, 1.8359], [0.3613, -0.4685, 1.3492], [-3.9280, 1.9281, 1.3020], [-3.8853, 0.7549, 2.5938], [-3.9628, 0.2425, 0.9152], [-1.5060, 1.6248, 2.1218], [-1.7374, 1.0696, 0.4051], [0.3086, 0.0225, 0.3736], [0.8821, 0.1856, 2.0479], [0.7570, -1.4727, 1.2128]], "lumo_energy_ev": -5.517, "total_charge": 1, "gap_ev": 5.857}

(2)
{"formula": "C6H14NS", "method": "wB97M-V/def2-TZVPD", "elements": ["C", "C", "S", "C", "H", "H", "H", "H", "H", "H", "H", "H", "C", "C", "C", "N", "H", "H", "H", "H", "H", "H"], "xyz": [[2.3291, -1.6112, -1.0210], [1.8446, -1.0673, 0.3106], [1.3435, 0.6789, 0.1445], [0.8013, 0.9311, 1.8562], [2.5806, -2.6699, -0.9170], [3.1888, -1.0567, -1.3815], [1.5425, -1.5473, -1.7641], [2.6022, -1.0915, 1.0978], [0.9783, -1.6354, 0.6608], [0.1860, 0.0986, 2.2055], [1.6590, 1.0086, 2.5254], [0.2551, 1.8700, 1.9584], [-2.0732, 0.0362, -0.9833], [-1.8249, -1.1852, -0.5615], [-2.0305, 2.3827, -0.5412], [-1.8444, 1.1824, -0.1662], [-2.4418, 0.2797, -1.9698], [-1.4104, -1.3746, 0.4226], [-2.0363, -2.0074, -1.2205], [-1.8134, 3.2000, 0.1336], [-2.3910, 2.5619, -1.5466], [-1.4452, 1.0165, 0.7572]], "lumo_energy_ev": -5.203, "total_charge": 1, "gap_ev": 6.908}

Stability check: which of them is most stable? (2).